Density functional theory data (wB97M-V/def2-TZVPD) for a cluster of 2 separate species, H2N2O3 in total at a distorted geometry.

Geometry as XYZ:
```
7
Properties=species:S:1:pos:R:3:forces:R:3
O -1.811830 0.366899 1.726551 -0.3 0.1 0.3
N 1.526948 0.271845 -1.053464 -0.1 1.0 0.3
H 2.127134 -0.408882 -0.591600 -0.3 -0.5 -0.1
O -1.520161 -0.467594 -0.246326 -0.1 -0.2 -0.7
N -1.145368 0.056398 0.750041 -0.7 -0.1 0.4
H 0.761603 -0.176688 -1.556574 0.2 -0.5 0.1
O 0.061674 0.358021 0.971373 1.3 0.3 -0.2
```
Positions in Å, forces in eV/Å.

Calculated values
E: -9147.059 eV
max |F|: 1.354 eV Å⁻¹
relative energy (zero: lowest compared OMol25 entry of this formula, charge and spin): 73.32 kcal per mole
charge: 0
E_HOMO (alpha / beta): -11.4 / -11.3 eV

Density functional theory data (wB97M-V/def2-TZVPD) for an isolated molecule of C13H28O3Si at a distorted geometry.

Geometry as XYZ:
```
45
Properties=species:S:1:pos:R:3:forces:R:3
H -2.440954 -1.475383 -1.480880 -0.5 -0.4 0.4
Si 1.728220 -1.356553 -0.788592 1.4 0.4 0.9
C -0.024025 3.758645 -0.905216 -0.3 -0.5 0.4
H -1.472311 3.536336 2.718238 0.0 0.2 -0.1
C -1.706201 -0.695009 1.168095 0.9 -1.3 0.2
C -0.519183 3.496079 0.296095 1.1 0.6 -0.6
H -1.316414 -0.195113 -1.637573 0.3 0.3 -0.3
C -1.395297 0.738270 1.397232 1.3 1.3 0.3
C 2.661375 -2.855022 1.109488 1.0 -1.4 0.9
C -1.911592 3.149692 0.620731 -1.2 0.8 -0.2
H -0.826021 -1.844098 -2.043997 0.0 0.1 -0.1
H 1.969847 -2.398536 -4.089052 0.4 0.2 -0.1
H 0.161605 3.588816 1.118692 0.3 0.0 0.6
C 2.436705 -2.009726 -3.180569 0.4 0.2 -0.1
H -0.614808 3.598238 -1.777102 -0.5 0.2 -0.7
H 3.430657 -0.148937 0.508708 0.2 0.3 0.6
H 3.700465 -2.519031 1.218739 -0.2 0.4 0.2
H -0.523726 -3.504736 -0.381805 -0.2 -0.1 -0.1
H 3.162871 -1.181253 -3.376069 -0.3 -0.9 -0.2
C -2.171665 1.661626 0.497964 -0.9 -0.5 -1.1
H -2.011889 1.355922 -0.559418 0.1 0.3 0.5
H -2.564511 3.663520 -0.132986 0.4 -0.5 0.5
C -0.843511 -1.393526 0.074819 -1.6 -0.9 0.4
H 1.968187 -2.293393 1.722843 0.1 0.2 0.4
H 4.034792 -0.173679 -1.150201 -0.7 -0.2 0.2
H 2.648714 0.855631 -0.728252 0.1 0.7 0.1
H -2.514352 4.795559 1.973927 0.3 -0.1 -0.1
H -1.611473 0.997179 2.437241 0.1 0.0 0.0
H 2.691961 -3.913120 1.448612 -0.3 0.5 -0.1
H -3.249462 1.480773 0.650775 0.2 0.1 0.1
C -2.275221 3.729328 1.998948 -0.4 -0.6 0.4
H -1.770351 -3.221469 0.898101 0.3 0.2 -0.5
C 3.126260 -0.087273 -0.518592 -0.6 -0.9 -0.8
O 0.456048 -0.855820 0.145012 1.1 -0.1 -1.0
O 2.287347 -2.831134 -0.218832 -0.9 0.7 -1.8
H -3.159922 3.226065 2.418181 0.1 0.1 -0.2
O 1.402124 -1.484957 -2.382151 -0.8 0.0 0.6
H -1.521847 -1.275585 2.089957 0.1 0.3 -0.2
C -0.813439 -2.881869 0.464346 0.0 -0.2 0.0
C -1.398523 -1.233948 -1.351198 0.3 0.3 0.3
H 0.992641 4.044580 -1.061521 0.5 0.1 0.0
H -0.290037 0.915707 1.234665 -1.1 -0.2 0.3
H -2.748970 -0.867556 0.956199 -0.5 0.0 -0.3
H 2.893890 -2.839612 -2.632102 0.4 0.1 -0.4
H -0.058006 -3.055629 1.228500 0.0 0.1 0.2
```
Positions in Å, forces in eV/Å.

Calculated values
SMILES string: C=C[C@H](C)CCCC(C)(C)O[Si](C)(OC)OC
E: -27957.975 eV
max |F|: 2.094 eV Å⁻¹
relative energy (zero: lowest compared OMol25 entry of this formula, charge and spin): 15.49 kcal per mole
charge: 0
E_HOMO: -9.4 eV

Density functional theory data (wB97M-V/def2-TZVPD) for a cluster of 2 separate species, C4H12N3 in total.

Geometry as XYZ:
```
19
Properties=species:S:1:pos:R:3:forces:R:3
N -0.190323 0.765251 -0.739866 -0.1 0.1 0.4
H -0.919887 3.198092 -0.045633 0.0 0.2 0.0
C 1.227945 -2.610789 1.524586 0.3 0.0 -0.2
H -0.461943 -2.337335 -1.063880 -0.1 0.1 0.0
C -0.269622 1.319686 0.417804 0.2 0.1 0.0
H 0.210019 2.472347 -1.910949 0.1 0.0 -0.1
H -1.484508 1.959632 -1.918788 -0.2 0.1 0.1
H 1.114284 -1.936352 -0.892300 0.1 -0.1 0.0
H -0.747538 2.858433 1.632125 0.0 0.2 0.1
H 0.011447 -0.644668 -0.637099 -0.4 0.6 -0.4
H -0.022866 0.711663 1.285639 -0.1 0.1 0.0
N -0.564448 2.602678 0.679766 0.0 -0.4 0.0
N 0.184411 -1.778024 -0.508687 0.5 -0.7 0.3
C 0.160479 -2.171736 0.899287 -0.2 0.1 -0.2
C -0.454513 1.607142 -1.897987 0.0 -0.2 -0.1
H -0.797300 -2.024496 1.375631 -0.1 0.0 0.0
H 1.193929 -2.857042 2.566073 -0.1 -0.1 0.3
H 2.180372 -2.736520 1.023534 0.0 0.0 0.0
H -0.303482 1.038905 -2.807502 0.1 -0.1 -0.1
```
Positions in Å, forces in eV/Å.

Calculated values
E: -8806.248 eV
max |F|: 0.895 eV Å⁻¹
relative energy (zero: lowest compared OMol25 entry of this formula, charge and spin): 34.28 kcal per mole
charge: +1
E_HOMO: -13.7 eV

Density functional theory data (wB97M-V/def2-TZVPD) for a structure of composition C27H43BrN2OP2Ti at a distorted geometry.

Geometry as XYZ:
```
77
Properties=species:S:1:pos:R:3:forces:R:3
H -2.094361 -0.481659 0.926054 0.3 0.1 -0.3
H 0.354850 -2.046708 -5.420407 0.1 -0.1 0.2
Ti 0.485025 -3.302192 0.416102 1.3 -0.7 -0.6
H -1.982702 3.404154 -1.132447 0.1 0.3 0.1
Br 1.660526 1.269491 -1.253555 0.5 -0.8 -0.3
C 0.123105 -1.943800 1.710699 -1.3 -1.0 2.4
C -0.140984 -4.061046 4.585806 -0.5 0.0 0.3
H 3.618129 -0.477270 1.273768 -0.1 -0.3 0.0
H -2.429990 2.920861 1.401819 0.1 0.3 -0.1
H -0.925780 -2.116981 -0.400485 -0.3 -1.0 -0.2
H 1.987729 -2.702792 -5.215073 -0.1 0.0 0.1
H 0.153685 4.188273 2.265503 0.2 0.2 -0.1
H 2.919461 -1.699263 2.378808 0.2 0.0 -0.2
H -1.655895 5.085247 -0.695702 -0.1 -0.2 0.0
H -2.718633 -4.033710 -0.153726 -0.1 0.2 -0.1
H 0.570050 -3.706435 -4.854058 0.1 0.3 0.0
C -1.162903 -0.447015 -2.656508 0.3 0.3 0.7
H 1.231394 5.615004 -3.157195 -0.2 -0.1 0.3
C 0.534093 5.419037 -2.330221 -0.3 0.3 -0.2
P 0.115223 3.725418 -0.055932 0.2 0.3 0.1
C 0.343866 6.151488 1.291178 0.0 0.2 -0.1
C -1.581523 0.166007 -3.996223 -0.1 -0.1 -0.1
C 0.991897 -2.201556 -3.331862 0.5 0.0 0.4
C -2.516128 3.906395 0.927136 -0.2 0.0 0.2
H 0.869673 -3.730768 4.815570 -0.3 0.1 -0.1
H 1.397981 -1.181531 -3.259707 0.0 -0.3 0.1
C 0.941646 0.391210 2.103827 0.6 0.2 0.1
N 4.500132 -2.694397 -0.328939 -0.9 0.0 0.4
H -3.280819 -2.557253 -0.971229 0.3 -0.2 -0.1
H 1.591001 0.105843 2.937640 -0.2 0.2 -0.4
H 1.601541 -2.847937 -2.687464 0.2 0.0 -0.2
H -2.328345 -4.607654 2.032235 0.1 0.2 0.4
C -2.690215 -4.986072 4.133499 1.1 0.1 -0.3
H 2.070717 4.712614 -0.950944 -0.2 -0.1 -0.1
H -2.448371 -0.362398 -4.412651 0.2 0.1 0.0
H 0.845003 6.602875 0.423082 -0.1 -0.1 0.3
C 3.455975 -2.430179 0.457860 -0.1 -1.1 -1.5
H -3.565159 4.034339 0.632547 0.3 0.0 0.1
H -0.473835 -3.878389 -1.082819 -0.9 0.4 -0.5
C 1.134109 4.360374 -1.411646 0.3 -0.4 -0.4
C -1.919483 -4.552576 3.045868 -0.5 0.1 0.2
N -2.214308 -4.970727 5.379808 -0.4 -0.1 0.1
C -0.050015 -0.529959 1.671621 0.1 -0.1 0.3
C -0.943045 1.171914 0.197160 -0.1 -0.5 0.2
C -0.968961 -4.560965 5.604556 0.4 0.0 -0.7
H 0.721660 6.656984 2.187359 -0.1 -0.1 -0.2
C 3.674441 -1.526320 1.606870 0.0 0.3 0.5
H -0.732378 6.363825 1.219018 0.3 -0.1 0.0
H -1.961121 -0.308569 -1.912286 0.1 -0.2 -0.2
H -0.260739 0.055034 -2.265332 -0.6 0.0 -0.2
O 2.337354 -2.979021 0.155849 2.7 0.6 0.1
C -1.634373 4.055042 -0.315721 -0.1 0.0 -0.3
H -3.702780 -5.346535 3.968089 0.2 0.0 0.2
H 4.675806 -1.690534 2.026362 -0.3 0.0 -0.1
H 5.389412 -2.259233 -0.158294 0.2 -0.1 0.0
C -0.035455 -3.205688 2.226309 -0.4 1.5 0.1
H -2.285086 4.674528 1.675417 -0.1 -0.2 -0.2
C -1.122800 -2.944965 -1.150698 -0.2 0.3 0.5
H 1.397046 3.464900 -1.996766 -0.1 0.7 0.1
H -1.865567 1.218323 -3.864070 0.1 -0.2 0.0
C 0.980677 -2.690843 -4.789269 0.2 -0.2 -0.1
C 1.126964 1.576790 1.462125 0.0 0.0 0.1
H 1.726681 4.478880 1.496843 -0.3 0.1 0.0
H 1.956861 2.238466 1.727785 -0.4 -0.3 0.0
H 0.346355 6.379368 -1.829227 0.0 -0.3 -0.1
H -0.601922 -4.621320 6.632736 -0.2 0.0 -0.3
H -1.735729 1.509119 -0.471444 0.3 -0.1 0.3
C 0.643743 4.652711 1.396514 0.0 -0.4 0.5
H 4.397748 -3.350918 -1.096012 0.1 0.2 0.1
C -1.129427 0.034103 0.932168 -0.1 0.4 -0.8
C -0.674898 -3.966942 3.293906 0.1 0.4 0.8
H -2.882039 -4.021922 -1.921583 0.2 0.3 0.2
C -2.595861 -3.413982 -1.050499 0.2 -0.1 0.0
P -0.740966 -2.232420 -2.765669 -1.8 0.0 -2.8
H -0.766554 0.132283 -4.730034 -0.2 0.0 0.1
C 0.354379 1.885058 0.229729 -0.4 0.4 1.0
H -0.406792 5.064492 -2.773529 0.2 0.2 0.1
```
Positions in Å, forces in eV/Å.

Calculated values
E: -145441.887 eV
max |F|: 3.297 eV Å⁻¹
relative energy (zero: lowest compared OMol25 entry of this formula, charge and spin): 23.71 kcal per mole
⟨S²⟩: 2.04
charge: +2
spin multiplicity: 3
E_HOMO (alpha / beta): -12.5 / -12.8 eV

Density functional theory data (wB97M-V/def2-TZVPD) for a structure of composition C18H36As2AuINO2 at a distorted geometry.

Geometry as XYZ:
```
61
Properties=species:S:1:pos:R:3:forces:R:3
N -0.468656 -2.625913 -0.500942 -0.1 -1.0 0.2
C -1.005435 -5.336153 -0.483807 0.0 0.0 0.0
H -2.319800 3.515817 0.326102 0.0 0.0 0.0
C 0.521770 -3.507971 -0.718838 -0.2 0.0 0.1
H 1.257497 1.856146 -1.105950 0.0 0.0 0.0
H -3.387595 2.076077 0.336502 0.0 0.1 0.1
H 3.741163 -0.644045 3.473445 0.0 0.0 0.0
C 2.161631 -0.453922 2.048857 0.0 -0.1 -0.1
H -0.822366 -2.675064 2.314875 0.0 0.0 0.0
H -2.281327 4.507009 -2.997034 0.0 0.0 0.0
H -4.107383 0.752886 -2.295697 0.0 0.0 0.0
C -1.488745 3.786961 -2.793112 0.1 0.0 -0.1
C 2.766260 -0.157643 3.423533 0.0 0.0 0.0
As -2.225900 2.321195 -1.846388 0.5 -0.4 0.0
H -0.711207 4.247749 -2.186464 0.0 0.0 0.0
O 1.574444 -0.195482 -1.307139 0.4 0.1 -0.1
H 2.927056 0.907314 3.579294 0.0 0.0 0.0
H -2.990410 0.857321 -3.686431 0.0 0.0 0.0
H -0.722549 2.381402 1.553763 0.0 0.0 -0.1
C 2.430464 1.367795 -2.884629 -0.1 -0.1 0.0
H 2.124285 -1.526879 1.850147 0.0 0.0 0.0
C 1.966814 -0.930242 -2.523251 -0.1 0.0 -0.2
H 1.068676 -1.117829 -3.117132 0.0 0.0 0.0
C -2.042089 -4.432374 -0.254176 0.1 0.1 0.0
H 1.118715 2.275034 4.036288 0.0 0.0 0.0
C 0.213857 2.561699 3.504818 0.0 0.0 0.0
H -0.396217 -0.246090 4.182948 0.0 0.0 0.0
H 2.726754 0.010960 1.242207 0.0 0.0 0.0
H -3.054807 -4.762335 -0.072157 0.0 0.0 0.0
As 0.334978 0.163843 1.886798 0.2 0.1 0.1
H -1.761918 -0.419380 3.088366 0.0 0.0 0.0
H 0.511049 -2.495118 3.462822 0.0 0.0 0.0
C 2.056085 1.196620 -1.430767 0.1 0.1 0.1
H 1.036540 2.490171 1.466797 0.0 0.0 0.0
H 2.406330 -1.872226 -2.210507 0.1 0.0 0.0
H 1.550008 1.625025 -3.474620 0.0 0.0 0.0
H -1.210586 -6.399233 -0.476183 0.0 0.0 0.0
H 3.185013 2.139218 -3.021746 0.0 0.0 0.0
H -4.162510 2.161261 -3.375163 0.0 0.0 0.0
C 2.937700 -0.023007 -3.252542 0.1 0.0 0.1
O -0.896276 1.262510 -1.515265 -0.4 0.5 0.2
H 2.926224 1.289772 -0.777768 0.0 -0.1 0.0
H 1.098388 -5.549756 -0.896238 0.0 0.0 0.0
H 0.164246 3.651166 3.512049 0.0 0.0 0.0
H -1.137007 -2.652015 4.045003 0.0 0.0 0.0
C -1.703878 -3.102354 -0.276352 0.1 -0.1 0.0
H 3.952296 -0.168165 -2.879319 0.0 0.0 0.0
H 1.505868 -3.103551 -0.885826 0.1 0.0 0.0
C -3.509911 1.420267 -2.911827 -0.1 -0.1 -0.2
Au -0.506832 -0.546283 -0.563870 0.0 1.0 -0.7
H -0.648906 2.191598 4.057398 0.0 0.0 0.0
H 2.937169 -0.213220 -4.323014 0.0 0.0 0.0
C -0.522397 -2.217189 3.257459 -0.1 0.1 0.1
C 0.203597 2.089705 2.046412 0.0 0.1 0.1
H 2.165267 -0.548253 4.244852 0.0 0.0 0.0
H -1.071010 3.418092 -3.729023 0.0 0.1 0.0
C -0.719097 -0.703431 3.242952 -0.1 -0.1 0.1
C 0.279077 -4.867675 -0.716777 0.0 -0.1 0.0
C -3.040898 2.931854 -0.242463 0.0 0.0 0.2
H -3.893512 3.564752 -0.490733 0.0 0.0 0.0
I -3.040026 -1.528434 0.039489 -0.5 -0.1 0.2
```
Positions in Å, forces in eV/Å.

Calculated values
E: -158276.459 eV
max |F|: 1.194 eV Å⁻¹
⟨S²⟩: 2.01
charge: +3
spin multiplicity: 3
E_HOMO (alpha / beta): -17.7 / -18.8 eV

- The lowest max |F| belongs to which entry?
  C4H12N3

- The highest max |F| belongs to which entry?
  C27H43BrN2OP2Ti